DFT (wB97M-V/def2-TZVPD) results for a 2-piece molecular cluster, C5H12S overall in a non-equilibrium geometry.

```
18
Properties=species:S:1:pos:R:3:forces:R:3:lowdin_spin:R:1
C 0.523 1.142 -2.528 -0.686 0.884 1.577 0.014
C -0.972 0.870 -2.374 -2.418 2.097 0.235 0.022
S -1.404 0.395 -0.495 0.544 -1.957 -0.226 0.503
H 0.975 1.568 -1.570 -0.535 -0.367 -1.543 0.001
H 1.033 0.242 -2.802 0.390 -0.411 -0.129 0.000
H 0.526 1.866 -3.335 0.679 0.194 -0.096 0.001
H -1.324 -0.013 -2.947 0.125 0.237 0.889 0.003
H -1.710 1.750 -2.683 1.857 -1.711 0.854 0.002
H -1.950 1.130 0.542 0.261 0.855 -1.433 0.017
C 0.147 -0.930 2.789 -0.719 3.717 -1.204 0.020
C 1.108 -0.749 1.699 2.341 1.642 -0.854 0.135
C 2.265 -1.493 1.606 0.256 0.729 -1.461 0.255
H 0.408 -1.670 3.447 0.240 -2.233 1.335 0.000
H -0.889 -0.944 2.399 0.344 -0.166 0.616 0.007
H 0.312 0.055 3.359 -0.757 -1.151 -0.495 0.007
H 1.195 0.264 1.193 -0.629 -1.316 0.490 -0.006
H 3.177 -1.248 0.948 -1.795 -0.370 1.059 0.007
H 2.285 -2.365 2.216 0.501 -0.673 0.387 0.012
```
Forces are in eV/Å.

Values from the calculation:
Net charge ... +1
Energy relative to the best compared isomer or geometry (same formula, charge and spin) ... 2.995 eV
E_tot ... -595.454829 hartree
Spin multiplicity ... 2
Kohn-Sham gap (alpha / beta) ... 0.38090 / 0.14574 Eh

=====

DFT (wB97M-V/def2-TZVPD) results for an isolated ion of composition C5H12S2 and charge -1 in a non-equilibrium geometry.

```
19
Properties=species:S:1:pos:R:3:forces:R:3:lowdin_spin:R:1
C 1.796 1.318 -0.794 -0.433 0.466 -1.228 0.002
C 2.003 2.768 -0.333 -0.101 -1.160 0.845 0.008
C 0.527 1.037 -1.626 -0.512 -0.909 1.032 0.036
S -0.959 0.771 -0.554 -0.141 3.053 -0.748 0.418
S -0.654 -1.398 -0.224 0.068 -3.034 0.422 0.422
C -0.935 -1.298 1.573 0.888 -0.817 0.088 0.028
C -0.464 -2.534 2.389 0.053 -0.578 -2.349 0.035
H 2.616 1.078 -1.488 0.270 -0.110 0.396 0.000
H 1.807 0.613 0.047 0.016 0.157 -0.244 0.000
H 2.274 3.404 -1.170 -0.233 0.288 0.034 0.000
H 1.144 3.117 0.262 0.163 0.103 -0.543 0.008
H 2.841 2.699 0.363 0.231 0.500 0.007 0.000
H 0.722 0.086 -2.143 -0.258 0.029 -0.008 0.007
H 0.224 1.755 -2.389 0.444 0.287 0.189 0.009
H -1.968 -1.124 1.888 0.098 0.551 -0.378 0.002
H -0.241 -0.522 1.866 -0.409 0.765 0.287 0.003
H -1.303 -3.219 2.535 0.110 0.162 0.693 0.004
H 0.249 -3.144 1.781 -0.244 0.636 0.481 0.015
H 0.046 -2.129 3.239 -0.009 -0.388 1.023 0.004
```
Forces are in eV/Å.

Values from the calculation:
Net charge ... -1
Energy relative to the best compared isomer or geometry (same formula, charge and spin) ... 0.062 eV
E_tot ... -994.046434 hartree
Spin multiplicity ... 2
Kohn-Sham gap (alpha / beta) ... 0.14461 / 0.25043 Eh

=====

DFT (wB97M-V/def2-TZVPD) results for the molecule C5H12S2 in a non-equilibrium geometry.

```
19
Properties=species:S:1:pos:R:3:forces:R:3:mulliken_charge:R:1
C -1.738 -0.124 2.194 1.419 0.725 1.527 -0.111
C -0.351 -0.371 2.829 -0.422 -1.613 2.005 -1.255
C -1.562 0.885 1.001 -0.306 -0.719 0.222 -0.750
S -1.196 -0.053 -0.496 0.517 -0.016 -0.170 -0.090
S 0.872 -0.170 -0.289 0.036 0.231 -2.115 -0.150
C 1.299 0.163 -2.153 -2.302 -1.327 2.236 -0.465
C 2.693 -0.093 -2.368 1.730 -2.308 1.164 -1.179
H -2.373 0.332 2.999 0.127 -0.474 -0.899 0.289
H -2.064 -1.176 1.935 -0.276 1.610 -0.209 0.251
H -0.351 -0.990 3.795 -0.642 0.407 -1.349 0.309
H 0.267 0.426 3.182 0.016 1.301 -0.403 0.376
H 0.220 -0.951 2.148 0.767 -0.512 -0.617 0.295
H -2.543 1.306 0.807 -0.062 0.441 -0.134 0.339
H -0.770 1.697 1.075 -1.101 -1.086 0.440 0.362
H 0.536 -0.324 -2.768 0.588 -0.825 0.213 0.385
H 1.140 1.120 -2.385 -1.124 4.247 -0.151 0.437
H 2.753 -1.141 -2.015 1.224 0.318 -0.318 0.306
H 3.410 0.565 -1.841 -0.620 -0.350 0.001 0.265
H 2.920 -0.053 -3.394 0.430 -0.050 -1.443 0.387
```
Forces are in eV/Å.

Values from the calculation:
SMILES ... CCCSSCC
Net charge ... 0
Energy relative to the best compared isomer or geometry (same formula, charge and spin) ... 1.273 eV
E_tot ... -994.030504 hartree
Kohn-Sham gap ... 0.32248 Eh

=====

DFT (wB97M-V/def2-TZVPD) results for a 2-piece molecular cluster, C5H12Si overall in a non-equilibrium geometry.

```
18
Properties=species:S:1:pos:R:3:forces:R:3:mulliken_charge:R:1
C -0.531 0.363 -1.293 1.130 -1.835 1.012 -0.890
C 0.343 0.550 0.022 -2.116 0.509 -0.158 -0.113
C 2.792 0.102 -0.311 1.958 -0.873 -2.102 -1.087
C -3.271 0.194 0.588 0.002 1.622 -3.931 -0.899
C 1.503 -0.366 0.256 -0.138 1.985 3.399 -0.502
Si -1.445 -0.159 0.325 1.782 -0.848 -1.481 -0.067
H -0.843 1.176 -1.940 0.192 0.237 0.316 0.334
H 0.077 -0.404 -1.831 -1.166 0.401 -0.147 0.285
H 0.619 1.548 0.269 -0.105 0.905 0.319 0.483
H 2.620 0.549 -1.346 0.547 -0.077 1.432 0.287
H 3.359 -0.839 -0.515 -0.179 0.564 -0.172 0.315
H 3.536 0.608 0.333 -0.993 0.578 -0.342 0.319
H -3.603 -0.177 1.469 -0.812 -0.124 3.436 0.351
H -3.566 1.290 0.288 0.298 -2.181 0.839 0.272
H -3.824 -0.562 -0.053 0.824 1.131 -0.172 0.300
H 1.608 -0.416 1.396 -0.090 -0.306 -1.400 0.240
H 1.345 -1.318 -0.092 -0.858 -2.343 -0.696 0.409
H -0.494 -3.068 1.017 -0.277 0.652 -0.152 -0.039
```
Forces are in eV/Å.

Values from the calculation:
Net charge ... 0
Energy relative to the best compared isomer or geometry (same formula, charge and spin) ... 5.886 eV
E_tot ... -486.959569 hartree
Kohn-Sham gap (alpha / beta) ... 0.30324 / 0.25606 Eh

=====

DFT (wB97M-V/def2-TZVPD) results for an isolated ion of composition C5H13BrN4 and charge +2 in a non-equilibrium geometry.

```
23
Properties=species:S:1:pos:R:3:forces:R:3:mulliken_charge:R:1
C -0.337 0.282 1.568 -1.545 -1.412 0.518 -0.926
C -0.777 -1.674 0.314 -0.036 1.039 -3.063 -0.694
C -1.345 -0.166 0.356 -0.766 -1.347 1.253 0.069
C 1.664 0.820 0.260 -0.910 -6.883 -0.448 0.121
C 2.682 0.414 -0.746 0.154 -1.202 -0.181 -0.942
N 0.942 -0.083 0.997 0.314 0.829 -1.900 0.177
N -1.126 0.515 -0.851 0.546 0.614 -1.176 -0.397
N 0.766 -1.500 0.545 0.453 -1.106 2.131 -0.045
N -2.170 1.495 -1.274 -1.838 1.508 3.589 -0.478
Br 2.046 -0.882 -2.196 0.342 1.164 0.693 -0.050
H -0.403 1.334 1.657 0.165 0.983 0.656 0.414
H -0.602 -0.342 2.504 0.722 1.297 -1.333 0.348
H -1.271 -2.448 0.919 0.628 0.551 0.181 0.423
H -0.855 -1.916 -0.784 0.181 -0.275 1.129 0.328
H -2.435 -0.305 0.680 1.429 0.625 0.043 0.560
H 1.654 1.757 0.600 -0.336 3.716 1.375 0.520
H 3.486 -0.224 -0.303 -0.564 0.743 0.011 0.407
H 3.135 1.303 -1.171 -0.061 -0.142 -0.411 0.463
H 1.167 -2.152 1.344 -1.027 1.582 -1.726 0.432
H 1.300 -1.742 -0.347 -0.372 0.737 0.510 0.173
H -2.376 2.333 -0.574 0.648 -2.008 -1.013 0.383
H -3.132 1.114 -1.405 0.725 -0.312 -0.027 0.374
H -2.014 2.067 -2.095 1.145 -0.700 -0.809 0.339
```
Forces are in eV/Å.

Values from the calculation:
Net charge ... +2
Energy relative to the best compared isomer or geometry (same formula, charge and spin) ... 1.110 eV
E_tot ... -2990.521292 hartree
Kohn-Sham gap (alpha / beta) ... 0.24036 / 0.24023 Eh

=====

What did the fourth record say?
DFT (wB97M-V/def2-TZVPD) results for a 2-piece molecular cluster, C5H12Si overall in a non-equilibrium geometry.

```
18
Properties=species:S:1:pos:R:3:forces:R:3:mulliken_charge:R:1
C -0.531 0.363 -1.293 1.130 -1.835 1.012 -0.890
C 0.343 0.550 0.022 -2.116 0.509 -0.158 -0.113
C 2.792 0.102 -0.311 1.958 -0.873 -2.102 -1.087
C -3.271 0.194 0.588 0.002 1.622 -3.931 -0.899
C 1.503 -0.366 0.256 -0.138 1.985 3.399 -0.502
Si -1.445 -0.159 0.325 1.782 -0.848 -1.481 -0.067
H -0.843 1.176 -1.940 0.192 0.237 0.316 0.334
H 0.077 -0.404 -1.831 -1.166 0.401 -0.147 0.285
H 0.619 1.548 0.269 -0.105 0.905 0.319 0.483
H 2.620 0.549 -1.346 0.547 -0.077 1.432 0.287
H 3.359 -0.839 -0.515 -0.179 0.564 -0.172 0.315
H 3.536 0.608 0.333 -0.993 0.578 -0.342 0.319
H -3.603 -0.177 1.469 -0.812 -0.124 3.436 0.351
H -3.566 1.290 0.288 0.298 -2.181 0.839 0.272
H -3.824 -0.562 -0.053 0.824 1.131 -0.172 0.300
H 1.608 -0.416 1.396 -0.090 -0.306 -1.400 0.240
H 1.345 -1.318 -0.092 -0.858 -2.343 -0.696 0.409
H -0.494 -3.068 1.017 -0.277 0.652 -0.152 -0.039
```
Forces are in eV/Å.

Values from the calculation:
Net charge ... 0
Energy relative to the best compared isomer or geometry (same formula, charge and spin) ... 5.886 eV
E_tot ... -486.959569 hartree
Kohn-Sham gap (alpha / beta) ... 0.30324 / 0.25606 Eh